# 1
The following is a quantum chemistry calculation of 2 unconnected molecules or ions with the total composition C10H16O in a non-equilibrium geometry, from the Open Molecules 2025 dataset.

XYZ file:
```
27
Properties=species:S:1:pos:R:3
O 2.00442 -2.84485 -2.52018
C 2.69345 -2.54139 -1.27672
C -3.52658 0.29853 1.08553
C 0.18625 0.31935 0.07047
C -1.55280 2.08481 0.40059
C -2.25640 -0.19661 0.74283
C 3.23986 -1.06348 -1.29891
C 0.95784 0.74579 1.30597
C -1.25347 0.73069 0.36138
C -2.82099 2.57052 0.63733
C -3.86402 1.64607 0.93891
H 2.37076 -0.59803 -1.55186
H 0.64592 0.08832 2.07905
H 2.16961 -2.62438 -0.40082
H 2.00522 0.28306 1.29061
H 0.89708 1.80051 1.50637
H 3.44782 -3.29722 -1.30967
H 3.93001 -0.76944 -2.14424
H 0.56353 0.96671 -0.91045
H 3.47721 -0.77034 -0.28079
H -2.98528 3.52944 0.61217
H -4.82159 1.78014 1.26435
H 1.12131 -2.37011 -2.72921
H -4.21980 -0.49151 1.37841
H 0.27019 -0.70531 -0.30274
H -0.67616 2.71290 0.23193
H -2.00337 -1.28419 0.81973
```

Values from the calculation:
- Energy relative to the best compared isomer or geometry (same formula, charge and spin): 3.0428 eV
- Lowest unoccupied orbital energy: 0.78 eV
- HOMO: -9.02 eV
- SMILES: CCc1ccccc1.CCO
- Orbital gap: 9.81 eV
- Total energy: -465.7860 Ha
- Charge: 0

=====

# 2
The following is a quantum chemistry calculation of a molecular structure, C59H45F4N6O6S3Zr in a non-equilibrium geometry, from the Open Molecules 2025 dataset.

XYZ file:
```
124
Properties=species:S:1:pos:R:3
Zr -0.05399 -0.04313 0.20460
S 0.28605 3.28298 0.96465
S 1.69681 3.91312 -1.53616
S 0.87936 1.59375 -2.81499
F 9.19875 -0.06399 2.94764
F -1.46382 -0.97475 6.80677
F 9.22457 -2.21863 2.75543
F 8.50555 -1.29732 4.57842
O -1.81963 0.96385 -0.74919
O -0.51197 -1.81268 -0.63596
O -2.16712 -0.21948 0.98648
O -0.25981 -4.01213 -0.89932
O -0.00769 -1.03099 2.08378
O -3.81884 0.88201 0.10060
N -2.67272 0.55541 0.11370
N 0.55461 3.91780 -0.51373
N 0.78065 0.93718 -1.52205
N -1.01694 -4.88474 2.97371
N 1.53956 3.09325 -2.84174
N 0.07119 1.86260 1.20947
C -0.40165 -3.04349 -0.19126
C 5.16017 2.17503 -0.50860
C 2.71518 5.86986 -3.12177
C -1.53489 -4.23764 5.27039
C -2.54690 5.29890 2.97953
C 1.92386 8.13928 -3.09542
C 3.59856 -0.67809 -5.61315
C -0.92576 -1.57206 4.60890
C 2.78261 7.16645 -3.59786
C 3.30344 3.62375 -0.85010
C -0.81738 -2.57994 3.63880
C 1.93382 0.73984 -3.95809
C -1.11452 -3.90871 3.96492
C -1.63942 -3.23471 6.20322
C 7.12166 -1.13847 2.67419
C -1.33825 -1.91783 5.85987
C 5.21626 4.43605 0.32676
C 1.60148 3.95951 1.95266
C -2.13979 4.37229 0.38193
C 6.77655 -1.87520 1.55121
C 8.51125 -1.19135 3.23744
C 5.82500 3.19948 0.14841
C -0.95414 3.04485 -4.32149
C 2.03846 1.12187 -5.28816
C 3.42880 3.53697 3.42141
C 3.26809 -0.72678 1.00447
C -0.31805 -7.21503 2.43039
C -0.78537 -4.50723 1.71647
C -1.34202 4.69549 2.65071
C 3.94814 4.65967 -0.17818
C 0.98906 7.82092 -2.12291
C 6.19087 -0.29676 3.27073
C 5.50480 -1.75878 1.01337
C -2.97831 2.03324 -5.13613
C 2.62911 -0.34146 -3.43944
C -1.14936 4.25664 1.34932
C -0.53219 -3.22110 1.30578
C 4.92555 -0.17772 2.73055
C -1.44005 0.71442 -3.84663
C 1.84440 5.32687 1.98946
C 3.88024 2.37230 -1.00224
C -3.34107 4.96829 0.72891
C 0.90900 6.52381 -1.63149
C 4.56678 -0.89558 1.58465
C -2.62580 0.82336 -4.55261
C -2.14729 3.13923 -5.02328
C 1.78170 5.57547 -2.13458
C 3.68141 4.89928 3.47667
C 2.89040 5.79600 2.76441
C -1.22996 -6.33420 3.27413
C -0.99546 -6.58491 4.75357
C -1.85062 -5.66634 5.60730
C -0.41829 -2.21028 2.29238
C 2.14742 -0.60403 0.53982
C 2.88343 0.40337 -6.11641
C -3.54120 5.43507 2.02171
C 3.47228 -1.05108 -4.28338
C -0.62282 1.83165 -3.73417
C 2.37378 3.05323 2.65770
H -0.56986 4.56961 3.39825
H 0.71700 -6.87855 2.50766
H -0.79412 -5.27480 0.95729
H 5.63525 1.21195 -0.63654
H 4.04841 2.84975 3.98219
H 1.47028 1.95969 -5.67149
H 4.49807 5.26971 4.08230
H -2.27581 -6.55332 3.03903
H 2.48804 -0.62761 -2.40246
H -2.42551 4.07778 -5.48382
H -1.21771 -7.63118 4.96049
H 3.50392 7.41993 -4.36259
H 3.09013 6.85802 2.81714
H 1.21966 6.01180 1.42909
H -4.48253 5.89767 2.28667
H -3.27813 -0.03462 -4.64027
H -1.95921 -3.45664 7.21347
H 6.82466 3.03229 0.52740
H 5.73523 5.23132 0.84463
H -3.90840 2.11449 -5.68298
H -1.97717 3.98584 -0.61582
H -4.12564 5.05926 -0.00999
H 3.37189 5.09926 -3.50405
H 0.06324 -6.42267 4.97839
H -0.29690 3.89726 -4.22211
H -2.70978 5.65450 3.98786
H 4.19520 0.47705 3.18661
H 7.49954 -2.54057 1.09995
H 6.46150 0.26101 4.15831
H 0.17693 6.24615 -0.88520
H 4.25069 -1.23972 -6.26880
H -1.67612 -5.84422 6.66808
H -0.69435 -0.54997 4.34657
H 5.22745 -2.33413 0.14036
H 2.97801 0.68043 -7.15759
H 1.98340 9.15195 -3.47130
H -2.91045 -5.86507 5.41955
H -1.15613 -0.21931 -3.37759
H -0.59803 -7.24431 1.37971
H 2.14375 1.99613 2.58519
H 3.47740 5.62581 -0.06062
H 4.01798 -1.90317 -3.90142
H 0.31529 8.57836 -1.74619
H 3.34514 1.56574 -1.48529
H -0.37480 -8.23519 2.80814
```

Values from the calculation:
- Energy relative to the best compared isomer or geometry (same formula, charge and spin): 0.2982 eV
- Lowest unoccupied orbital energy: -2.21 eV
- HOMO: -10.03 eV
- Orbital gap: 7.82 eV
- Total energy: -4696.0424 Ha
- Charge: +1

=====

# 3
The following is a quantum chemistry calculation of 5 unconnected molecules or ions with the total composition C16H38N2O6PS in a non-equilibrium geometry, from the Open Molecules 2025 dataset.

XYZ file:
```
64
Properties=species:S:1:pos:R:3
S -2.64369 2.37514 0.06367
P -1.49946 0.89784 0.37404
O -1.00467 0.78248 1.87484
O 0.29258 3.40160 1.17303
O -2.22128 -4.15718 -1.38089
O -6.62956 -5.67866 2.49624
O -2.06003 -0.53984 0.04483
O 4.84928 3.19204 -2.14501
N 1.20707 1.10462 -0.14195
N 2.34762 1.37032 -0.76411
C -5.00620 -7.06700 1.36265
C 5.12935 5.47119 -1.37609
C 2.22916 1.76115 -2.00698
C -0.14723 1.59532 -2.00058
C -0.00184 1.21701 -0.66639
C 1.01377 3.80904 2.35378
C 5.26333 4.50992 -2.54509
C -5.82033 -4.91946 0.34929
C 0.03422 4.22031 3.44035
C -6.18464 -6.11745 1.21489
C 1.97803 4.93039 2.01229
C 0.00539 -3.92079 -0.48031
C 6.68526 4.46831 -3.07582
C -1.11538 -4.88412 -0.83598
C -1.57136 -5.69009 0.36817
C 1.00168 1.87370 -2.68787
H -6.67198 -4.24594 0.25277
H 0.87773 -4.44079 -0.08362
H 2.55468 5.23441 2.88507
H -0.34094 -3.20351 0.27191
H -2.54320 -3.56729 -0.68999
H 5.77225 5.15734 -0.54934
H 5.43896 2.90267 -1.43929
H 4.10283 5.48725 -1.00629
H -0.22596 4.15200 0.85917
H -2.05665 -0.74601 -0.90131
H 0.31072 -3.35460 -1.36291
H -5.27424 -7.91973 1.98600
H 2.67087 4.61794 1.22974
H -4.67249 -7.43530 0.39122
H 6.76376 3.77268 -3.91101
H 0.55617 4.50441 4.35327
H -5.90298 -5.20641 2.91642
H 1.57861 2.93052 2.68078
H 7.00886 5.45293 -3.41224
H -5.00394 -4.35536 0.81274
H -0.39734 1.51973 2.06759
H -0.77633 -5.55996 -1.62122
H -1.12484 1.69159 -2.45092
H -4.16860 -6.55840 1.84868
H 7.37234 4.12627 -2.29738
H 5.40968 6.48391 -1.66428
H -1.95813 -5.02813 1.14906
H 1.43060 5.79988 1.63992
H 0.96908 2.19735 -3.71884
H -5.50368 -5.22784 -0.64821
H 4.58290 4.80783 -3.34426
H 1.31369 0.81080 0.82269
H 3.15733 2.00785 -2.51262
H -0.75370 -6.27740 0.78747
H -7.02815 -6.64642 0.77033
H -2.37679 -6.36586 0.08573
H -0.65473 3.40682 3.67502
H -0.56745 5.06896 3.10717
```

Values from the calculation:
- Lowest unoccupied orbital energy: -4.84 eV
- HOMO: -11.60 eV
- Orbital gap: 6.76 eV
- Total energy: -1932.7294 Ha
- Charge: +1

=====

# 4
The following is a quantum chemistry calculation of a molecular structure, C43H50CoN4 in a non-equilibrium geometry, from the Open Molecules 2025 dataset.

XYZ file:
```
98
Properties=species:S:1:pos:R:3
Co 4.44284 -3.13484 18.56854
N 4.31500 -5.10598 17.93614
N 2.95457 -2.33181 19.40448
N 5.74858 -2.88520 17.01412
N 2.36376 -4.15050 17.28068
C 4.48831 -4.91797 16.44566
C 6.31259 -4.69156 20.39828
C 2.32356 -5.72350 20.63634
C 6.36938 -5.38523 19.19953
C 5.61589 -8.51358 15.40946
C 3.00778 -5.10125 13.67368
C 3.52695 -6.11304 14.37725
C 1.18126 0.86129 19.86367
C -0.22492 -2.38425 20.46762
C 4.37639 -6.21338 15.60239
C 0.11752 -1.37689 19.36909
C 1.94889 -6.96688 20.27231
C 0.00996 -1.99257 17.97403
C 3.19984 -4.09931 16.26908
C 3.68661 -0.18807 20.32536
C 2.86718 -5.10139 18.22488
C 5.50102 -0.49892 22.08121
C 3.04719 -3.13337 15.19113
C 6.26466 -0.26597 19.77173
C 2.76587 -1.71612 15.58831
C 2.63030 -3.37362 20.15758
C 2.97220 -3.60512 13.94595
C 3.40959 1.16379 20.55199
C 5.70499 -6.99494 15.18357
C 3.86560 -0.68204 15.27012
C 5.08235 -0.80052 20.62836
C 6.75605 -4.08583 15.37516
C 2.63365 -4.68145 19.69971
C 7.55279 -5.30100 18.48494
C 2.67371 -0.99557 19.81316
C 1.70318 -7.24114 18.89106
C 8.65992 -4.50366 18.90390
C 8.54521 -3.81021 20.10378
C 2.18407 1.71472 20.20977
C 5.68408 -4.03941 16.23629
C 1.40766 -1.34571 14.99448
C 6.19279 -6.88626 13.71051
C 1.37054 -0.49975 19.67794
C 7.37077 -3.94076 20.85925
C 6.93425 -2.22793 16.70347
C 2.07649 -6.38996 17.91888
C 5.15576 -6.14168 18.59740
C 7.59144 -2.96339 15.72274
H -0.73284 -0.58898 19.47932
H 4.14878 1.86832 20.94708
H 0.17804 -3.37983 20.33587
H 2.46745 -5.31353 12.71643
H 5.57941 -6.83914 17.86862
H 0.15984 -2.07051 21.44842
H 5.74692 -8.80661 16.44145
H 3.53520 0.22760 15.76340
H 0.18734 -1.21578 17.23004
H 2.60776 -1.78186 16.66963
H 8.53777 -2.68643 15.29273
H 7.30369 -1.31542 17.22606
H 0.68405 -2.15321 15.11054
H -0.99097 -2.43391 17.81393
H 6.38572 -1.05535 22.38093
H 6.50442 -6.57119 15.82445
H 4.94701 -1.87278 20.49269
H 1.02200 -0.44555 15.45928
H 4.05654 -0.52813 14.21571
H 6.34451 0.77727 19.92481
H 1.76328 -6.45933 16.89667
H 3.90852 -6.89861 16.28839
H 4.67448 -0.64386 22.79733
H 6.11836 -5.87356 13.26384
H 2.06835 2.80905 20.31868
H 1.75105 -7.71818 21.00591
H 2.29769 -5.44396 21.66447
H 6.42919 -9.04949 14.85976
H 9.35813 -3.18778 20.43637
H 3.35730 -7.05639 13.92347
H 0.79219 -2.72989 17.84962
H 6.93930 -4.79160 14.62215
H -1.30828 -2.51289 20.62949
H 2.80962 -2.98526 13.09561
H 4.64549 -8.91353 15.07353
H 6.08057 -0.50481 18.69585
H 7.22952 -3.39456 21.76366
H 2.38962 -3.13665 21.17639
H 7.56089 -5.83102 17.54294
H 4.64804 -6.67150 19.37422
H 1.58298 -1.09611 13.92997
H 1.08303 -8.07846 18.57336
H 5.63404 -7.57429 13.03102
H 5.39737 -4.63264 21.01111
H 4.76073 -0.97923 15.76678
H 5.70469 0.56396 22.19118
H 0.15503 1.18545 19.61348
H 7.19122 -0.75046 20.02911
H 7.14413 -7.31722 13.62150
H 9.52781 -4.44776 18.26496
```

Values from the calculation:
- Multiplicity: 4
- Lowest unoccupied orbital energy (spin up / spin down): 0.42 / -0.22 eV
- HOMO (spin up / spin down): -7.19 / -7.18 eV
- Expectation value of S²: 3.77
- Orbital gap (spin up / spin down): 7.61 / 6.96 eV
- Total energy: -3270.1952 Ha
- Charge: 0

=====

# 5
The following is a quantum chemistry calculation of 17 unconnected molecules or ions with the total composition C4H32BO24 in a non-equilibrium geometry, from the Open Molecules 2025 dataset.

XYZ file:
```
61
Properties=species:S:1:pos:R:3
O -4.07859 8.60240 1.13183
O 8.64942 -4.67707 4.10895
O 1.87647 -2.82870 2.39865
O -3.46380 9.56222 -3.23580
O 3.43974 -9.00847 5.12603
O -0.18883 -3.91321 0.66159
O -6.35990 -1.04976 -1.28424
O 1.25044 1.55284 7.08429
O 7.61646 -1.21301 1.35502
O 0.57415 -10.13070 1.28010
O 1.79760 -0.47588 -4.58492
O -3.07295 -0.99359 -4.63987
O 0.68219 -0.90652 1.98084
O -0.55791 -4.69325 -4.60287
O -8.75409 3.78440 1.96133
O -2.84008 1.99605 1.85294
O 1.22284 6.99355 -4.57068
O -0.27931 0.42464 0.11613
O -1.08618 2.51082 -0.35388
O -0.90865 -1.83249 0.59130
O -5.95506 5.79064 -2.26490
O -1.53851 0.02861 2.00734
O 6.56710 -6.75525 -1.10025
O 4.17590 5.17919 -1.22127
C -1.10679 1.50553 0.29746
C -1.95220 1.19943 1.50640
C 0.98048 -2.16809 1.88804
C -0.12187 -2.78784 0.99489
B -0.47695 -0.56612 1.17642
H 0.00369 -10.51585 1.94528
H 5.87321 -6.21583 -0.72109
H 3.82729 -9.17591 4.26695
H -3.25747 9.10258 -2.42193
H 1.33414 1.43519 6.13805
H -7.82393 3.59974 2.09138
H 6.48633 -7.59841 -0.65438
H 8.89022 -3.77094 4.30170
H 4.93342 5.70790 -1.47200
H -1.39577 -4.82885 -5.04541
H 0.77944 2.38033 7.18250
H -6.08475 4.98413 -2.76387
H 0.27609 -9.22427 1.20399
H 2.83269 -8.28329 4.97824
H -5.22457 6.22839 -2.70192
H 7.70908 -4.71773 4.28311
H -9.20586 3.07990 2.42588
H 1.55185 -1.39142 -4.71768
H 8.23753 -1.03317 2.06082
H -2.87793 -0.48267 -5.42546
H -3.74049 10.43455 -2.95525
H 0.76664 7.35895 -5.32869
H -0.65640 -5.13799 -3.76100
H -5.71469 -0.98361 -0.58028
H 2.27603 -0.47361 -3.75587
H 3.43617 5.59423 -1.66484
H -3.87010 7.69517 1.35478
H 0.63634 6.31154 -4.24339
H -4.99922 8.57988 0.87077
H -5.86694 -0.85323 -2.08085
H 7.00517 -1.84751 1.72914
H -2.22837 -1.08855 -4.19956
```

Values from the calculation:
- Energy relative to the best compared isomer or geometry (same formula, charge and spin): 3.8370 eV
- Lowest unoccupied orbital energy: 1.67 eV
- HOMO: -7.46 eV
- Orbital gap: 9.13 eV
- Total energy: -2002.5060 Ha
- Charge: -1